A structure of composition C25H40N3NbO4PS, computed with wB97M-V/def2-TZVPD.

```
75
Properties=species:S:1:pos:R:3
C -2.4758 3.2181 -1.2076
C -3.6098 3.4331 -2.1742
O -3.9937 4.5103 -2.5121
O -4.2272 2.3595 -2.7036
C -3.8992 0.9979 -2.4038
C -2.6494 0.4613 -3.0887
C -2.7267 0.2772 -4.6190
C -1.9944 1.3178 -5.5030
C -1.9292 2.7713 -5.0101
C -0.8717 3.6302 -5.7093
C 0.5383 3.6323 -5.0727
C 1.0616 2.3374 -4.4329
Nb 3.0816 2.4259 -3.3931
P 1.8552 0.3746 -2.1848
O 1.6238 -0.9203 -3.1800
O 0.2758 0.6862 -1.8556
S 2.7653 -0.2435 -0.5804
H -2.5397 2.2922 -0.6315
H -2.4553 4.0803 -0.5281
H -1.5285 3.2052 -1.7653
H -4.7833 0.4462 -2.7639
H -3.8520 0.8545 -1.3134
H -2.4691 -0.5178 -2.6076
H -1.7875 1.0954 -2.8433
H -2.2991 -0.7079 -4.8630
H -3.7927 0.2200 -4.9098
H -0.9678 0.9614 -5.7003
H -2.4986 1.3359 -6.4845
H -1.7097 2.7953 -3.9324
H -2.9238 3.2281 -5.1330
H -1.2354 4.6707 -5.7005
H -0.7999 3.3440 -6.7746
H 0.5776 4.4456 -4.3317
H 1.2624 3.9146 -5.8557
H 0.3052 1.9293 -3.7481
H 1.2857 1.5701 -5.2077
H 2.2348 3.7775 -2.4562
H 4.2188 2.7645 -2.0000
H 4.1736 1.2804 -4.3795
H 3.4831 3.6590 -4.6498
H 1.0958 -0.6605 -3.9543
H -0.2710 -0.0927 -2.0421
N 4.0179 2.5808 3.0771
C 3.9661 2.9295 4.3597
C 3.3721 2.1570 5.3473
C 2.7984 0.9490 4.9796
C 2.8502 0.5733 3.6487
C 3.4659 1.4180 2.7321
H 4.4218 3.8818 4.6133
H 3.3594 2.4992 6.3741
H 2.3147 0.3143 5.7115
H 2.4070 -0.3557 3.3195
H 3.4918 1.1345 1.6858
N -0.0102 -1.5062 3.6178
C -0.7988 -2.3799 4.2401
C -1.5430 -3.3485 3.5844
C -1.4653 -3.4156 2.2003
C -0.6515 -2.5109 1.5405
C 0.0530 -1.5759 2.2887
H -0.8380 -2.3004 5.3225
H -2.1633 -4.0339 4.1475
H -2.0268 -4.1603 1.6504
H -0.5467 -2.5184 0.4640
H 0.6971 -0.8618 1.7846
N 1.1995 -7.9156 6.4950
C 1.0083 -7.1115 5.4512
C 0.5418 -5.8089 5.5606
C 0.2604 -5.3125 6.8230
C 0.4558 -6.1384 7.9190
C 0.9252 -7.4256 7.7019
H 1.2388 -7.5284 4.4771
H 0.4089 -5.1983 4.6776
H -0.1009 -4.2997 6.9488
H 0.2520 -5.7959 8.9246
H 1.0903 -8.0958 8.5389
```

Summary:
Total charge   -1
Orbital gap   7.157 eV
2S+1   1
LUMO   1.98 eV
E_tot   -60905.81429 eV

Löwdin population analysis, charges in e, atoms 1 to 6: C 0.0252; C -0.5619; O 0.1077; O -0.0071; C -0.1811; C -0.1856

---

A cluster of 4 separate species, C25H54BNO16P3 in total, computed with wB97M-V/def2-TZVPD.

```
100
Properties=species:S:1:pos:R:3
C -0.9077 0.3885 5.2562
O -1.6992 1.5838 5.5757
B -2.6958 1.7057 4.5856
O -2.6601 2.7125 3.6186
N -3.7832 0.6334 4.6448
C -4.1088 0.0558 5.8696
C -5.1210 -1.0038 5.9155
C -5.8148 -1.4339 4.6699
C -6.8874 -2.5566 4.7823
O -7.7964 -2.6639 4.0230
O -6.7571 -3.4189 5.8692
C -5.4262 -0.7581 3.4324
C -4.3885 0.2812 3.4573
H 0.1341 0.4880 5.6438
H -1.4076 -0.5569 5.6145
H -0.8639 0.3342 4.1233
H -2.2110 2.3584 2.8217
H -3.6143 0.3814 6.8123
H -5.3169 -1.4462 6.9178
H -5.8127 -3.6228 6.0065
H -5.9086 -1.0629 2.4755
H -4.0749 0.8114 2.5310
O 1.5512 3.6095 -0.4071
P 1.6323 2.1011 -0.3726
O 0.0349 1.7756 -0.0879
C -0.9245 2.0866 -1.0889
C -0.8146 1.1584 -2.2833
O 2.1929 1.9399 1.1710
C 2.8086 3.0312 1.8483
C 1.7864 3.8133 2.6551
O 1.9152 0.4339 -0.5144
C 2.5920 -0.0258 -1.6899
C 3.8297 0.7900 -2.0156
H -0.8281 3.1314 -1.3982
H -1.9085 1.9685 -0.6302
H 0.0983 1.3702 -2.8500
H -1.6630 1.2876 -2.9578
H -0.7705 0.1147 -1.9651
H 3.3423 3.6736 1.1470
H 3.5580 2.6126 2.5241
H 0.9204 4.0969 2.0545
H 2.2356 4.7178 3.0696
H 1.4108 3.2016 3.4799
H 1.8974 -0.0238 -2.5340
H 2.8794 -1.0633 -1.5084
H 3.5648 1.8177 -2.2953
H 4.3686 0.3452 -2.8535
H 4.4970 0.8480 -1.1536
O 7.1774 -1.6085 -1.3066
P 8.3013 -2.6086 -1.4680
O 8.2379 -2.7623 -3.1120
C 8.5944 -1.6524 -3.9220
C 10.0850 -1.3745 -3.8710
O 7.4359 -3.9531 -1.0707
C 6.2261 -3.8347 -0.3278
C 5.0296 -3.7053 -1.2477
O 9.6631 -3.6246 -1.4613
C 10.8342 -3.1622 -0.7825
C 10.5381 -2.6078 0.5972
H 8.0236 -0.7668 -3.6272
H 8.3088 -1.9023 -4.9457
H 10.3664 -0.9713 -2.8918
H 10.3723 -0.6421 -4.6275
H 10.6590 -2.2900 -4.0280
H 6.2772 -2.9958 0.3681
H 6.1298 -4.7398 0.2766
H 5.1720 -2.9177 -1.9896
H 4.1292 -3.4854 -0.6688
H 4.8709 -4.6329 -1.8020
H 11.3390 -2.4116 -1.3964
H 11.5075 -4.0167 -0.6932
H 9.9371 -1.6921 0.5349
H 11.4652 -2.3626 1.1179
H 9.9746 -3.3285 1.1931
O -7.2893 2.0181 -0.7198
P -6.7486 1.2817 -1.9249
O -5.9820 0.0435 -1.1375
C -6.7399 -0.9059 -0.4142
C -7.5383 -1.8203 -1.3232
O -5.4287 2.2301 -2.1871
C -5.3552 3.5457 -1.6451
C -4.6886 3.5325 -0.2796
O -6.3611 0.5358 -3.3981
C -7.4255 0.3121 -4.3296
C -8.3032 1.5318 -4.5275
H -7.3970 -0.3973 0.2998
H -6.0243 -1.5018 0.1607
H -8.3617 -1.2705 -1.7906
H -7.9692 -2.6512 -0.7618
H -6.9120 -2.2198 -2.1231
H -6.3431 4.0053 -1.5973
H -4.7619 4.1472 -2.3372
H -5.1455 2.8015 0.3909
H -4.7503 4.5198 0.1822
H -3.6363 3.2569 -0.3771
H -8.0243 -0.5413 -4.0009
H -6.9635 0.0392 -5.2800
H -8.8535 1.7764 -3.6101
H -9.0350 1.3525 -5.3165
H -7.7025 2.4047 -4.7905
```

Summary:
Total charge   +1
Orbital gap   5.802 eV
2S+1   1
LUMO   -5.35 eV
E_tot   -89587.57582 eV

Löwdin population analysis, charges in e, atoms 1 to 6: C -0.0252; O 0.0112; B -0.5685; O 0.1941; N 0.0871; C 0.0512

---

An isolated molecule of C4H8O2, computed with wB97M-V/def2-TZVPD.

```
14
Properties=species:S:1:pos:R:3
C 1.3328 -0.8260 0.2175
C 0.0032 -0.1522 -0.0005
C 0.0310 1.1737 -0.7048
O -1.2358 1.7931 -0.6005
C -1.1574 -0.7169 0.3434
O -1.2718 -1.7139 1.2733
H 1.2193 -1.7757 0.7488
H 2.0796 -0.2155 0.7394
H 1.7505 -1.0740 -0.7698
H -0.5779 -1.5124 1.9140
H 0.8144 1.7876 -0.2219
H 0.3326 1.0608 -1.7580
H -1.2054 2.6197 -1.0948
H -2.1149 -0.4483 -0.0861
```

Summary:
Orbital gap   9.208 eV
2S+1   1
ΔE to the lowest compared entry with this formula, charge and spin   175.7 kJ/mol
LUMO   0.83 eV
E_tot   -8371.46065 eV

Löwdin population analysis, charges in e, atoms 1 to 6: C -0.0543; C -0.2821; C -0.2485; O -0.0647; C -0.1495; O -0.0013